{"formula": "C17H18F6N2O6S", "method": "ωB97M-V/def2-TZVPD", "symbols": ["O", "C", "O", "C", "C", "C", "C", "C", "C", "C", "N", "S", "N", "C", "H", "H", "H", "H", "H", "H", "H", "H", "C", "C", "O", "C", "O", "C", "F", "F", "F", "H", "H", "H", "H", "H", "C", "C", "O", "C", "O", "C", "F", "F", "F", "H", "H", "H", "H", "H"], "coordinates": [[1.103460, -1.382848, 6.018141], [0.852280, -0.587799, 5.159499], [1.383762, -0.655517, 3.923637], [1.332500, 0.537318, 3.144999], [0.273952, 0.435914, 2.048844], [-1.110119, 0.370422, 2.630142], [-1.825292, -0.781557, 2.700627], [-3.129010, -0.831357, 3.295080], [-3.709242, 0.277602, 3.806134], [-3.003275, 1.503046, 3.749299], [-3.407826, 2.696698, 4.195215], [-2.225401, 3.725612, 3.899099], [-1.138301, 2.765357, 3.204484], [-1.697154, 1.551182, 3.167957], [0.139641, 0.241281, 5.303292], [1.132681, 1.413565, 3.764142], [2.307610, 0.691743, 2.685828], [0.361855, 1.308742, 1.402780], [0.475536, -0.467753, 1.472927], [-1.376368, -1.678979, 2.295889], [-3.638824, -1.782861, 3.341692], [-4.690606, 0.245640, 4.256967], [0.014568, 1.942024, -4.844948], [-0.999331, 1.320234, -3.907726], [-0.814380, 1.785840, -2.554576], [-1.349857, 2.954456, -2.248118], [-1.978337, 3.679889, -2.957680], [-1.083557, 3.250883, -0.758865], [0.180255, 2.961368, -0.424819], [-1.895438, 2.500729, -0.002390], [-1.304437, 4.527627, -0.478043], [1.029782, 1.776645, -4.499794], [-0.090752, 1.520099, -5.844170], [-0.137796, 3.019794, -4.907951], [-0.888447, 0.244654, -3.855827], [-2.013111, 1.534335, -4.244182], [3.272119, -4.685764, -1.505050], [3.030337, -3.225863, -1.195477], [2.776250, -2.472361, -2.402228], [1.536867, -2.506636, -2.858015], [0.603365, -3.085350, -2.389458], [1.424378, -1.617635, -4.112182], [2.450848, -1.795761, -4.944194], [1.402480, -0.325922, -3.745696], [0.302521, -1.877072, -4.776955], [4.083570, -4.793320, -2.224904], [3.538525, -5.219639, -0.593812], [2.381840, -5.148862, -1.929280], [3.914224, -2.767314, -0.758661], [2.201656, -3.092533, -0.501672]], "atomic_forces_ev_per_a": [[-0.120, 0.192, -0.452], [-0.011, -0.390, 0.391], [0.234, 0.068, 0.275], [-0.298, 0.470, -0.513], [-0.030, -0.187, 0.328], [0.379, 0.055, -0.261], [-0.158, 0.062, 0.107], [0.420, -0.167, -0.177], [-0.468, 0.012, 0.205], [0.340, 0.159, -0.160], [-0.156, -0.018, 0.080], [0.189, 0.082, -0.059], [-0.184, 0.124, 0.051], [-0.190, -0.220, 0.111], [0.141, 0.126, -0.092], [-0.020, -0.070, 0.159], [0.118, -0.218, 0.133], [0.066, -0.021, -0.053], [-0.037, 0.038, -0.136], [-0.110, -0.115, 0.021], [-0.057, -0.022, -0.020], [-0.033, 0.030, 0.020], [-0.055, 0.360, 0.124], [-0.080, -0.036, -0.547], [-0.016, -0.061, 0.074], [0.023, -0.129, -0.083], [-0.029, 0.088, -0.011], [0.062, 0.093, 0.045], [0.037, 0.002, 0.024], [-0.044, -0.053, 0.065], [-0.057, 0.029, -0.012], [0.037, -0.072, 0.006], [-0.019, -0.037, 0.011], [-0.096, -0.019, -0.075], [0.030, -0.041, 0.135], [-0.037, 0.150, 0.178], [-0.077, -0.003, -0.219], [0.157, -0.188, 0.349], [-0.017, 0.085, -0.034], [0.102, -0.031, 0.100], [-0.104, -0.016, -0.015], [0.047, -0.030, -0.150], [0.042, 0.005, 0.013], [0.201, -0.213, 0.102], [-0.072, 0.001, 0.042], [0.052, 0.008, 0.058], [0.006, 0.016, 0.020], [-0.030, 0.006, 0.065], [0.018, 0.076, -0.117], [-0.094, 0.016, -0.107]], "energy_ha": -2216.97721, "homo_lumo_gap_ha": 0.31379, "homo_energy_ha": -0.337}